ORCA calculation (the ωB97M-V functional and the def2-TZVPD basis) on a 2-piece molecular cluster, C4H12 overall.

calculated total energy = -159.5768 Ha
charge = 0
Kohn-Sham gap = 12.8 eV
relative energy (zero: lowest compared OMol25 entry of this formula, charge and spin) = 5.1 kcal per mole

XYZ file:
```
16
Properties=species:S:1:pos:R:3:forces:R:3:nbo_charge:R:1
C -1.27138 0.44174 -1.46882 -0.4 -0.5 0.1 -0.6041
C -2.44752 -0.12086 -0.66028 -0.3 0.2 -0.6 -0.6065
H -0.49585 0.80201 -0.80705 0.1 0.3 -0.1 0.2023
H -0.83746 -0.36074 -2.06862 0.0 0.1 -0.1 0.2001
H -1.61340 1.21276 -2.15459 0.2 0.2 0.1 0.2019
H -3.31190 -0.22783 -1.32163 0.0 -0.2 0.0 0.2005
H -2.79124 0.55151 0.12530 0.3 -0.1 0.2 0.2018
H -2.21234 -1.10742 -0.26521 0.0 0.1 0.3 0.2027
C 1.11534 -0.26968 1.08624 0.2 0.2 0.5 -0.6100
C 2.64239 -0.05169 1.07032 -0.4 0.2 -0.2 -0.6135
H 0.72452 -0.46090 2.08721 0.2 -0.1 0.0 0.2048
H 0.61433 0.63848 0.76716 -0.1 -0.1 -0.2 0.2003
H 0.82073 -1.11151 0.46517 -0.1 0.1 -0.1 0.2049
H 3.09099 -0.63165 0.26644 0.2 -0.1 0.1 0.2052
H 2.86946 0.99251 0.85645 0.1 0.0 0.1 0.2033
H 3.10332 -0.29672 2.02192 0.1 -0.2 0.0 0.2063
```
Positions in Å, forces in eV/Å.